[1]
{"formula": "C7H9N3S", "method": "the ωB97M-V functional and the def2-TZVPD basis", "symbols": ["S", "N", "N", "N", "C", "C", "C", "C", "C", "C", "C", "H", "H", "H", "H", "H", "H", "H", "H", "H"], "coordinates": [[0.245402, -0.408056, -3.514695], [0.204809, -1.974355, -2.870612], [-0.316749, 1.536960, 2.106140], [-0.578186, 1.168173, 0.809754], [0.080572, -0.768404, -0.884512], [-0.325353, -1.559449, 1.443527], [-0.167630, -0.533658, 0.423071], [0.129415, 1.631243, -1.461514], [0.189626, 0.374307, -1.877412], [0.177044, -1.997822, -1.598258], [0.262383, 1.961086, -0.039015], [-1.161648, -1.402703, 2.092949], [-0.944097, 0.981310, 2.726814], [1.362554, 1.720036, 0.213086], [0.510011, -1.735838, 2.112682], [0.553234, 1.240870, 2.544322], [0.221015, 2.342132, -2.273673], [-0.587212, -2.550074, 1.045234], [0.005380, -2.990326, -1.106964], [0.139430, 2.964567, 0.109075]], "forces_ev_per_a": [[0.017, 0.527, 1.186], [0.240, 0.071, -0.484], [-1.357, -1.151, 2.818], [0.752, -4.066, -1.343], [0.228, 2.588, 0.323], [-0.494, -1.175, 0.726], [-0.424, 3.291, -0.889], [0.442, -0.373, -2.115], [-0.831, -1.991, 0.559], [-0.879, -2.182, 0.438], [2.422, -2.546, -0.276], [-0.664, 0.661, 0.500], [-0.113, 0.995, -0.770], [-0.926, 0.483, -0.060], [0.466, 0.297, -0.042], [1.020, 0.147, -0.941], [-0.122, 0.678, 0.472], [0.367, 0.286, -0.402], [0.528, 0.910, -0.453], [-0.671, 2.550, 0.754]], "relative_energy_kj_mol": 441.1, "homo_lumo_gap_ev": 7.8, "total_charge": 0, "e_tot_ha": -834.4502, "smiles": "CC1=c2cnsc2=CCN1N", "mol_weight_g_mol": 167.2, "e_homo_ev": -7.8, "lumo_energy_ha": 0.00275}

***

[2]
{"formula": "C2H6NO2", "method": "the ωB97M-V functional and the def2-TZVPD basis", "symbols": ["O", "O", "N", "C", "C", "H", "H", "H", "H", "H", "H"], "coordinates": [[0.615506, -0.986116, -0.219484], [-0.359215, 1.638513, -1.155840], [-0.986663, -2.208836, 0.910792], [0.275894, 2.151611, 0.022074], [-0.003993, -2.022843, 0.082687], [-0.423727, 2.743001, 0.606907], [0.322104, -2.994776, -0.441165], [0.837012, 1.362265, 0.517633], [1.102628, 2.796175, -0.335361], [-1.208929, -3.173957, 1.119558], [-0.170616, 0.694962, -1.107801]], "forces_ev_per_a": [[-0.028, 0.908, -0.359], [0.054, 0.304, 0.595], [-0.445, 1.205, 0.977], [1.146, 0.256, -1.658], [-0.072, -2.290, -0.185], [0.019, -0.238, 0.360], [0.222, 0.537, 0.087], [-0.721, -0.215, 0.604], [-0.381, 0.384, 0.225], [0.268, -0.149, -0.684], [-0.062, -0.704, 0.038]], "relative_energy_kj_mol": 152.1, "homo_lumo_gap_ev": 7.9, "total_charge": -1, "e_tot_ha": -285.0531, "mol_weight_g_mol": 76.1, "e_homo_ev": -3.6, "lumo_energy_ha": 0.15865}

***

[3]
{"formula": "C3H8N2", "method": "the ωB97M-V functional and the def2-TZVPD basis", "symbols": ["N", "N", "C", "C", "C", "H", "H", "H", "H", "H", "H", "H", "H"], "coordinates": [[-2.200084, -0.504815, 0.052256], [0.124000, -0.089998, -0.133270], [-0.112723, 1.324646, -0.007044], [-0.958479, -0.868246, -0.089643], [1.416590, -0.743362, 0.043183], [-1.256218, 1.498437, -0.541928], [1.818374, -1.009793, -1.074574], [1.250257, -1.785611, 0.727775], [-2.244494, 0.495196, 0.113155], [2.168482, 0.014694, 0.671314], [-0.072731, 1.742108, 1.194107], [-0.755234, -1.955244, -0.170644], [0.822257, 1.881991, -0.784689]], "forces_ev_per_a": [[1.368, -1.348, -0.404], [0.618, 0.557, 0.663], [0.775, 2.397, -1.332], [-2.907, -1.154, 0.383], [1.618, -0.621, 0.524], [3.806, 0.190, 1.559], [-0.376, 0.497, 2.999], [0.707, 2.960, -2.057], [-0.443, 0.361, 0.322], [-1.881, -2.200, -1.891], [-0.158, -1.017, -3.544], [-0.077, 0.652, 0.040], [-3.050, -1.275, 2.738]], "relative_energy_kj_mol": 409.0, "homo_lumo_gap_ev": 9.4, "total_charge": 0, "e_tot_ha": -228.4929, "mol_weight_g_mol": 72.1, "e_homo_ev": -8.7, "lumo_energy_ha": 0.02519}

***

[4]
{"formula": "C4H10NS2", "method": "the ωB97M-V functional and the def2-TZVPD basis", "symbols": ["S", "S", "N", "C", "C", "C", "C", "H", "H", "H", "H", "H", "H", "H", "H", "H", "H"], "coordinates": [[-1.249458, -0.303371, 2.117357], [-0.319905, 2.085738, 0.799486], [3.637087, 0.291455, -0.789293], [-2.061274, -0.148042, 0.434204], [-0.668247, 0.383999, 0.516289], [2.466902, 0.855029, -0.562677], [-2.273107, -1.477440, -0.321881], [-2.900483, -2.144739, 0.133928], [4.265963, 0.583977, -1.463955], [1.847813, 0.294476, 0.112813], [-2.839198, -1.270974, -1.203283], [2.203911, 1.737914, -1.042075], [-1.438290, -2.039909, -0.658543], [-0.584638, -1.475089, 2.006531], [3.862182, -0.670825, -0.591910], [-2.896536, 0.564281, 0.688679], [-1.052722, 2.733519, -0.175667]], "forces_ev_per_a": [[0.085, -0.678, 0.467], [-0.344, 1.643, -0.402], [-2.907, 0.023, 0.460], [1.074, -0.084, 0.408], [-0.115, -0.850, -0.903], [2.969, -3.137, 0.554], [-0.198, 2.346, -0.478], [-1.600, -1.545, 1.875], [1.326, 1.618, -1.655], [-0.884, 0.196, 0.142], [-0.287, 0.596, -0.928], [-0.423, 1.553, -0.604], [1.349, 0.155, 0.135], [-0.339, 0.040, 0.051], [-0.423, -0.265, 1.131], [0.400, -0.958, -0.824], [0.318, -0.652, 0.571]], "relative_energy_kj_mol": 384.2, "homo_lumo_gap_ev": 5.4, "total_charge": 1, "e_tot_ha": -1009.1197, "mol_weight_g_mol": 136.3, "e_homo_ev": -10.6, "lumo_energy_ha": -0.19384}

***

[5]
{"formula": "C19H25N4O7PZn", "method": "the ωB97M-V functional and the def2-TZVPD basis", "symbols": ["Zn", "P", "O", "O", "O", "O", "O", "O", "O", "N", "N", "N", "N", "C", "C", "C", "C", "C", "C", "C", "C", "C", "C", "C", "C", "C", "C", "C", "C", "C", "C", "C", "H", "H", "H", "H", "H", "H", "H", "H", "H", "H", "H", "H", "H", "H", "H", "H", "H", "H", "H", "H", "H", "H", "H", "H", "H"], "coordinates": [[1.263063, -1.331194, 0.622982], [0.279014, -1.369150, -3.106888], [-1.919931, -3.069051, -0.844784], [0.163681, -2.776688, -0.199578], [-1.372676, -0.186990, 5.511687], [-5.084448, -3.279188, 4.483948], [-5.167281, -4.251227, 2.518970], [0.350795, -1.385388, 2.269612], [-0.462348, 0.743142, 3.743983], [-1.119055, -2.787423, 0.056721], [-4.633937, -3.471133, 3.335549], [0.339371, 3.581855, 0.722783], [-1.108298, -0.171651, 4.291762], [0.520461, 4.686734, -0.166623], [3.070630, 2.274392, -0.582451], [2.025371, 0.089209, -0.439453], [-1.613424, -2.508700, 1.366339], [1.824843, 1.697734, 1.509140], [2.363970, -0.141194, -1.776223], [-1.645031, -1.263133, 3.484765], [3.430283, 2.028488, -1.905241], [-3.437761, -2.768532, 2.943644], [-0.809520, 2.747276, 0.529952], [1.363162, 3.172106, 1.640330], [2.299400, 1.337620, 0.129854], [-0.906737, -1.693914, 2.338374], [0.054191, -0.057867, -4.271824], [-2.888692, -3.002828, 1.674116], [1.954306, -1.424136, -2.482478], [-2.826637, -1.887237, 3.848892], [-0.364801, -2.951209, -3.543150], [3.070613, 0.827893, -2.507992], [-0.823583, -2.886085, -4.539182], [-0.666985, 2.007908, -0.284168], [-3.280571, -1.679508, 4.813789], [-1.039869, 2.193789, 1.454171], [-3.422410, -3.593185, 0.933887], [0.897691, 4.363355, -1.156452], [0.446508, -3.690981, -3.563410], [-1.114103, -3.247446, -2.796137], [-0.950598, 0.365402, -4.134375], [0.146078, -0.465373, -5.288054], [-0.928099, -0.756052, -2.055700], [2.038493, -2.307408, -1.828979], [3.996303, 2.771454, -2.467502], [1.246394, 5.390438, 0.264293], [2.210269, 3.862797, 1.536109], [3.401328, 3.189081, -0.083383], [2.650170, 1.566898, 2.229023], [2.580578, -1.589457, -3.373609], [1.027866, 1.034700, 1.872001], [0.941068, 3.290926, 2.655321], [-1.660101, 3.388321, 0.248113], [3.351948, 0.609682, -3.540672], [-0.449621, 5.183364, -0.320967], [0.800309, 0.734548, -4.128908], [-0.411640, -1.145788, -1.641925]], "forces_ev_per_a": [[-0.767, 0.069, 0.071], [3.923, -1.729, -2.667], [-0.842, -0.492, -1.262], [1.542, 0.331, -0.769], [0.425, 0.007, -2.075], [0.827, -0.234, -1.867], [1.019, 1.366, 1.240], [-0.419, 0.010, -0.062], [-1.238, -1.646, 0.786], [-0.814, 0.592, 2.468], [-1.938, -0.982, 0.657], [-0.210, 0.103, 0.001], [0.471, 1.115, 1.490], [0.173, -0.311, -0.227], [-0.249, -0.231, -0.126], [-0.036, -0.120, -0.286], [-0.535, 0.053, 0.328], [0.271, 0.402, 0.553], [0.472, 0.501, -0.398], [0.046, -0.603, -0.883], [0.140, 0.009, 0.147], [0.990, 0.549, -0.055], [0.093, 0.015, -0.077], [-0.350, -0.210, 0.495], [0.577, 0.360, -0.260], [0.357, -0.154, 0.026], [-0.307, 0.298, -0.461], [0.391, 0.194, 0.190], [1.139, -0.179, -0.230], [-0.497, -0.084, -0.108], [-0.398, -0.469, -0.690], [-0.362, -0.309, -0.007], [0.080, -0.162, 0.215], [-0.105, -0.021, 0.094], [0.025, 0.010, -0.254], [-0.047, 0.198, -0.270], [0.176, 0.068, 0.266], [-0.036, 0.251, -0.007], [-0.221, 0.203, 0.041], [0.104, -0.008, -0.042], [0.083, 0.082, -0.144], [-0.149, 0.202, 0.203], [-2.525, 1.304, 2.102], [-0.133, 0.249, -0.278], [-0.072, -0.206, 0.163], [-0.285, -0.043, -0.183], [-0.198, -0.203, 0.132], [-0.237, -0.219, -0.310], [-0.149, -0.018, -0.111], [0.195, -0.058, 0.341], [0.152, 0.120, -0.274], [0.499, -0.133, 0.022], [0.064, -0.317, 0.172], [-0.039, 0.177, 0.203], [0.312, 0.109, 0.015], [-0.184, -0.262, 0.145], [-1.205, 0.456, 1.814]], "relative_energy_kj_mol": 177.6, "homo_lumo_gap_ev": [7.0, 6.2], "total_charge": 0, "e_tot_ha": -3604.9009, "mol_weight_g_mol": 517.8, "e_homo_ev": [-7.3, -6.8], "lumo_energy_ha": [-0.01168, -0.02292]}